ORCA calculation (ωB97M-V/def2-TZVPD) on a structure of composition C60H57Cl2CoF9O20S3 at a distorted geometry.

```
! RIJCOSX wB97M-V def2-TZVPD def2/J DEFGRID3
* xyz 0 4
Co -0.401 1.685 2.496
Cl -0.292 4.303 1.728
O -0.963 3.241 0.959
O -1.187 5.383 1.996
O 0.108 3.559 2.972
O 0.932 4.652 1.111
Cl 0.542 0.109 0.481
O 1.419 1.127 1.005
O 1.047 -1.198 0.761
O -0.751 0.225 1.291
O 0.258 0.251 -0.884
F 0.077 -2.092 3.986
C -1.238 -2.218 3.479
C -2.219 -1.903 4.390
C -3.524 -2.109 3.985
C -3.784 -2.697 2.689
C -2.719 -2.989 1.874
C -1.378 -2.827 2.275
H -1.921 -1.437 5.300
H -4.316 -1.789 4.682
H -4.811 -2.854 2.333
H -2.922 -3.335 0.863
H -0.516 -3.183 1.720
F 1.534 6.422 -4.009
C 0.273 6.049 -3.830
C -0.159 5.743 -2.594
C -1.471 5.263 -2.473
C -2.302 5.029 -3.545
C -1.878 5.527 -4.791
C -0.573 6.015 -4.927
H 0.490 5.725 -1.690
H -1.891 4.963 -1.511
H -3.298 4.601 -3.492
H -2.587 5.478 -5.639
H -0.103 6.332 -5.856
F -0.414 -0.894 -8.274
C 0.268 -1.104 -7.133
C -0.405 -1.497 -5.993
C 0.365 -1.674 -4.831
C 1.717 -1.425 -4.780
C 2.353 -0.963 -5.945
C 1.650 -0.785 -7.131
H -1.441 -1.819 -6.060
H -0.261 -2.051 -3.993
H 2.322 -1.554 -3.870
H 3.392 -0.732 -5.860
H 2.075 -0.368 -8.065
F 0.109 -5.547 -0.963
C 0.845 -6.436 -0.320
C 2.217 -6.298 -0.121
C 2.882 -7.243 0.672
C 2.241 -8.358 1.227
C 0.855 -8.423 1.030
C 0.209 -7.529 0.198
H 2.698 -5.361 -0.471
H 3.917 -7.080 0.963
H 2.678 -9.047 1.977
H 0.276 -9.222 1.407
H -0.940 -7.579 0.014
F 5.818 -3.213 0.317
C 5.403 -1.913 0.254
C 5.784 -1.092 1.329
C 5.618 0.279 1.272
C 4.947 0.827 0.197
C 4.504 -0.011 -0.826
C 4.776 -1.398 -0.840
H 6.263 -1.698 2.126
H 6.034 0.847 2.100
H 4.694 1.909 0.031
H 3.890 0.369 -1.582
H 4.626 -2.041 -1.684
F 3.526 -2.902 3.393
C 2.744 -4.000 3.731
C 1.784 -4.372 2.902
C 1.090 -5.516 3.199
C 1.384 -6.223 4.377
C 2.346 -5.782 5.237
C 3.039 -4.566 4.955
H 1.519 -3.854 2.033
H 0.207 -5.826 2.612
H 0.879 -7.152 4.560
H 2.544 -6.444 6.082
H 3.876 -4.212 5.563
F -5.412 4.156 1.300
C -5.300 2.978 0.643
C -4.133 2.225 0.845
C -3.972 0.965 0.243
C -5.072 0.486 -0.453
C -6.257 1.193 -0.572
C -6.409 2.490 -0.005
H -3.289 2.591 1.313
H -2.969 0.473 0.196
H -5.067 -0.391 -1.107
H -7.009 0.810 -1.237
H -7.295 3.113 -0.177
F 5.642 4.236 1.882
C 4.827 4.899 1.020
C 3.923 5.814 1.537
C 3.144 6.503 0.615
C 3.242 6.360 -0.741
C 4.175 5.433 -1.162
C 4.982 4.663 -0.377
H 3.771 5.948 2.612
H 2.311 7.085 0.955
H 2.568 6.756 -1.452
H 4.209 5.215 -2.192
H 5.761 4.027 -0.876
F -3.252 -1.766 -2.065
C -3.294 -2.944 -2.760
C -3.930 -2.890 -3.944
C -3.953 -4.088 -4.728
C -3.358 -5.238 -4.249
C -2.744 -5.229 -2.962
C -2.755 -4.078 -2.200
H -4.472 -2.038 -4.171
H -4.475 -4.220 -5.647
H -3.356 -6.142 -4.701
H -2.289 -6.087 -2.509
H -2.230 -3.976 -1.261
C 3.623 2.001 3.665
C 3.337 0.541 3.832
O 2.663 0.475 5.111
S 1.585 1.595 5.051
O 1.382 2.172 6.301
O 0.396 1.151 4.342
O 2.370 2.554 4.137
H 3.764 2.382 2.639
H 4.394 2.421 4.281
H 4.178 -0.082 3.904
H 2.622 0.274 3.050
C -1.963 1.372 -3.620
C -0.974 1.973 -4.641
O -1.864 2.247 -5.841
S -3.161 1.295 -5.821
O -3.081 0.240 -6.769
O -4.308 2.172 -5.854
O -2.974 0.706 -4.379
H -2.302 2.240 -3.019
H -1.567 0.615 -2.961
H -0.253 1.266 -4.990
H -0.379 2.904 -4.410
C -3.308 4.324 4.316
C -2.127 4.334 5.284
O -1.755 2.967 5.382
S -2.680 1.962 4.710
O -3.106 0.893 5.600
O -2.213 1.609 3.397
O -3.845 2.990 4.440
H -3.166 4.588 3.272
H -4.249 4.806 4.637
H -2.325 4.652 6.327
H -1.360 4.956 4.858
*
```

Output
Frontier orbital gap (alpha / beta) in eV: 9.320 / 8.708
M in g/mol: 1495.12
Max |F| in eV/A: 4.36

Mulliken atomic charge list, values in e, 99 entries: Co 3.348; Cl 1.244; O -0.510; O -0.683; O -0.835; O -0.277; Cl 0.365; O -0.358; O -0.175; O -0.318; O -0.408; F -0.392; C 0.494; C -0.843; C -0.230; C -0.865; C -0.567; C -0.039; H 0.592; H 0.363; H 0.435; H 0.325; H 0.651; F -0.331; C 0.860; C 0.086; C -0.405; C -0.965; C -0.312; C -0.676; H 0.041; H 0.432; H 0.518; H 0.348; H 0.387; F -0.325; C 0.549; C -0.560; C -0.169; C -0.756; C -0.210; C -0.737; H 0.448; H 0.366; H 0.589; H 0.401; H 0.392; F -0.203; C 0.725; C -0.629; C -0.084; C -0.849; C -0.288; C -0.463; H 0.412; H 0.386; H 0.353; H 0.442; H 0.213; F -0.377; C 0.424; C -0.409; C -0.485; C 0.106; C -0.915; C -0.665; H 0.346; H 0.576; H 0.138; H 0.695; H 0.545; F -0.104; C -0.179; C 0.087; C -0.039; C -0.966; C -0.393; C -0.819; H 0.731; H 0.454; H 0.471; H 0.350; H 0.444; F -0.317; C -0.033; C 0.054; C -0.340; C -0.505; C -0.653; C -0.530; H 0.389; H 0.578; H 0.333; H 0.399; H 0.423; F -0.440; C 0.839; C -0.583; C -0.048